# 1
ORCA calculation (the ωB97M-V functional and the def2-TZVPD basis) on C20H22N4O5 in the gas phase.

Values from the calculation:
Energy above the lowest of the compared OMol25 structures with the same formula, charge and spin, kJ/mol: 465.0
Molecular weight, g mol⁻¹: 398.419
Frontier orbital gap, eV: 7.7
E_tot, hartree: -1370.4835

```
51
Properties=species:S:1:pos:R:3:forces:R:3
C 4.6174 4.6081 -3.0882 0.11 0.13 -0.08
O 3.9326 3.4588 -2.6618 -0.18 -0.39 0.14
C 4.5304 2.2585 -3.0962 0.20 0.16 -0.04
C 3.5569 1.1424 -2.8428 -0.27 -0.02 0.01
C 3.8154 0.1232 -1.9374 -0.08 0.02 -0.11
C 2.8560 -0.8555 -1.7199 0.25 0.15 -0.09
C 3.0491 -1.9526 -0.7257 0.06 0.01 0.03
N 1.6898 -0.8491 -2.3635 -0.19 0.08 -0.34
C 1.4175 0.1086 -3.2347 0.63 0.14 0.11
O 0.2560 0.1128 -3.8883 0.20 0.38 0.04
C -0.6229 -0.9960 -3.7648 -0.40 -0.47 -0.05
C -1.5696 -0.9189 -2.5474 0.36 0.01 -0.28
O -2.7671 -0.8000 -2.6838 -0.30 0.03 0.03
N -0.8999 -1.0397 -1.3766 0.40 -0.04 -0.06
N -1.3433 -1.0141 -0.0953 -0.18 0.01 0.59
C -2.5713 -0.8448 0.2124 0.01 0.02 -0.90
C -2.9755 -0.8285 1.6013 -0.34 0.03 0.81
C -4.3116 -0.6442 1.9325 0.49 -0.06 -0.33
C -4.7121 -0.6246 3.2582 -0.02 -0.01 0.48
C -3.7885 -0.7886 4.2786 0.03 -0.01 0.00
O -4.0759 -0.7849 5.6056 0.35 -0.04 -0.23
C -5.4112 -0.5953 6.0028 -0.23 0.03 0.05
C -2.4225 -0.9781 3.9514 -0.04 0.00 0.12
O -1.5855 -1.1311 5.0150 -0.43 0.06 -0.07
C -0.2168 -1.3179 4.7569 0.21 -0.03 -0.06
C -2.0368 -0.9955 2.6287 -0.07 0.01 0.13
C 2.3338 1.1451 -3.5164 -0.01 -0.77 0.64
C 2.0260 2.1350 -4.4728 -0.12 0.27 -0.35
N 1.8087 2.9230 -5.2762 -0.07 0.28 -0.26
H 5.6471 4.6225 -2.7096 -0.03 0.03 -0.01
H 4.0687 5.4561 -2.6850 0.08 0.05 -0.05
H 4.6371 4.6723 -4.1824 -0.01 0.01 0.03
H 4.7523 2.3151 -4.1750 0.00 -0.03 0.13
H 5.4747 2.0797 -2.5579 -0.13 -0.02 -0.11
H 4.7490 0.0967 -1.3986 0.10 0.01 0.07
H 2.6702 -1.6313 0.2446 -0.01 -0.01 0.09
H 4.1018 -2.1983 -0.6185 0.06 -0.05 0.06
H 2.4919 -2.8354 -1.0275 0.00 -0.05 -0.01
H -1.2406 -0.9701 -4.6650 0.07 -0.03 0.25
H -0.0495 -1.9287 -3.7204 -0.06 0.13 -0.08
H 0.1168 -1.1529 -1.4405 -0.57 -0.02 -0.06
H -3.3612 -0.7066 -0.5217 0.14 -0.02 -0.11
H -5.0464 -0.5142 1.1525 -0.07 0.01 -0.11
H -5.7558 -0.4792 3.4868 -0.08 0.01 0.08
H -6.0612 -1.3919 5.6260 0.03 0.04 0.00
H -5.4001 -0.6253 7.0912 -0.05 0.01 -0.08
H -5.7967 0.3747 5.6719 0.02 -0.05 0.00
H 0.2553 -1.4130 5.7335 0.01 0.00 -0.09
H -0.0374 -2.2293 4.1767 -0.01 0.04 0.01
H 0.2135 -0.4614 4.2273 -0.02 -0.04 0.00
H -1.0090 -1.1357 2.3401 0.15 -0.02 0.06
```
Positions in Å, forces in eV/Å.

Charges in e, computed with Mulliken, in the same order as the atoms:
1. C -0.77
2. O -0.30
3. C -1.04
4. C 1.12
5. C -0.83
6. C 0.34
7. C -1.58
8. N -0.55
9. C 0.44
10. O -0.42
11. C -0.73
12. C 0.77
13. O -0.62
14. N 0.39
15. N -0.93
16. C -0.72
17. C 0.27
18. C -1.19
19. C -0.48
20. C 0.91
21. O -0.41
22. C -0.95
23. C 0.81
24. O -0.42
25. C -0.92
26. C -0.51
27. C 0.65
28. C 0.08
29. N -0.57
30. H 0.31
31. H 0.25
32. H 0.32
33. H 0.37
34. H 0.45
35. H 0.41
36. H 0.24
37. H 0.48
38. H 0.37
39. H 0.33
40. H 0.37
41. H 0.33
42. H 0.56
43. H 0.37
44. H 0.39
45. H 0.37
46. H 0.23
47. H 0.37
48. H 0.23
49. H 0.36
50. H 0.36
51. H 0.67

# 2
ORCA calculation (the ωB97M-V functional and the def2-TZVPD basis) on C4H5NO in the gas phase.

Values from the calculation:
Energy above the lowest of the compared OMol25 structures with the same formula, charge and spin, kJ/mol: 237.2
Molecular weight, g mol⁻¹: 83.090
Frontier orbital gap, eV: 11.2
E_tot, hartree: -285.3242

```
11
Properties=species:S:1:pos:R:3:forces:R:3
H -3.1654 -0.6482 -0.1390 0.07 0.05 0.00
N -2.1515 -0.6113 -0.1926 0.00 0.35 0.12
C -1.7212 0.5138 0.1966 -0.17 -0.15 -0.05
O -0.4149 0.8169 0.2340 0.00 0.01 0.02
C 0.4257 -0.2538 -0.2028 0.10 -0.23 -0.07
C 1.8366 0.0596 0.0113 0.51 -0.02 0.06
C 3.0269 0.1537 0.1595 -0.48 -0.03 -0.05
H -2.3100 1.3668 0.5444 0.07 -0.13 -0.05
H 0.2266 -0.4553 -1.2607 0.07 0.01 0.12
H 0.1633 -1.1597 0.3517 0.05 0.07 -0.08
H 4.0839 0.2176 0.2976 -0.19 0.07 -0.02
```
Positions in Å, forces in eV/Å.

Charges in e, computed with Mulliken, in the same order as the atoms:
1. H 0.22
2. N -0.58
3. C 0.10
4. O -0.30
5. C -0.60
6. C -0.58
7. C 0.35
8. H 0.36
9. H 0.30
10. H 0.31
11. H 0.42

# 3
ORCA calculation (the ωB97M-V functional and the def2-TZVPD basis) on a molecular structure, C25H45ClCoNO3P.

Values from the calculation:
Charge: -1
Molecular weight, g mol⁻¹: 532.999
⟨S²⟩: 6.02
Frontier orbital gap (alpha / beta), eV: 6.3 / 6.5
E_tot, hartree: -3444.1557
Multiplicity: 5

```
77
Properties=species:S:1:pos:R:3:forces:R:3
Co -2.2123 0.4639 0.0931 -1.58 0.35 -0.71
P -0.1124 0.1618 0.0650 1.52 0.01 -0.34
Cl -3.2512 1.3356 1.7323 -0.65 0.32 0.96
C 3.3774 -0.8870 3.2457 -1.07 -1.53 0.82
H 3.5547 -1.9677 3.3633 -0.29 0.40 -0.31
H 2.4013 -0.5003 3.5961 0.99 -0.16 0.74
C -2.9632 0.7600 -1.6356 -0.57 0.09 -0.56
C -0.2918 -1.3453 1.2063 0.67 1.01 -0.01
C -2.5244 0.0224 -2.8915 -0.28 0.41 -0.06
H -3.9879 0.4672 -1.3573 -0.29 0.23 -0.39
C -3.3977 0.4379 -4.0999 0.06 -0.19 0.29
H -1.4694 0.2721 -3.0962 -0.25 -0.07 -0.07
H -2.5758 -1.0650 -2.7432 0.00 0.10 -0.12
C -3.4957 1.9605 -4.2871 0.21 0.04 -0.06
H -3.0075 -0.0207 -5.0158 -0.06 0.06 -0.04
H -4.4068 0.0257 -3.9559 0.14 0.06 0.08
C -3.6658 2.7789 -2.9990 -0.11 -0.01 0.35
H -2.6073 2.3194 -4.8212 0.07 -0.09 0.09
H -4.3412 2.1689 -4.9507 0.09 0.06 -0.03
C -2.8345 2.2714 -1.8046 -0.26 -0.10 -0.48
H -3.4019 3.8258 -3.1817 -0.16 0.00 -0.16
H -4.7206 2.7625 -2.6974 0.08 -0.02 -0.03
H -1.7757 2.5240 -1.9772 -0.07 -0.01 0.04
H -3.1469 2.7914 -0.8884 0.08 0.00 -0.21
C 1.0670 -0.2806 -1.2825 0.52 0.05 0.54
C 0.8930 -2.3066 1.3071 -0.04 -0.13 0.09
H -0.4873 -0.9005 2.1997 -0.13 -0.33 -0.21
C 0.5501 -3.5055 2.1993 -0.15 0.02 0.39
H 1.1761 -2.6731 0.3021 0.04 0.21 0.60
H 1.7377 -1.7798 1.7636 -0.03 -0.14 -0.38
C -0.7765 -4.1903 1.8444 0.08 0.16 -0.30
H 1.3652 -4.2367 2.1540 -0.07 0.07 0.05
H 0.5006 -3.1543 3.2393 0.00 -0.01 -0.13
C -1.9250 -3.1891 1.6171 -0.16 -0.01 0.11
H -0.6237 -4.7804 0.9275 -0.12 0.08 0.09
H -1.0581 -4.8978 2.6373 0.07 0.15 -0.21
C -1.5396 -2.0621 0.6618 0.19 0.11 0.23
H -2.7868 -3.7133 1.1990 -0.08 -0.05 0.17
H -2.2255 -2.7429 2.5746 0.01 -0.10 -0.13
H -1.2615 -2.4946 -0.3133 -0.39 0.24 0.10
H -2.4042 -1.3321 0.5002 0.55 -1.47 0.34
C 1.2899 0.8928 -2.2447 -0.04 0.07 -0.16
H 1.9714 -0.4722 -0.6780 0.20 -0.01 -0.56
C 2.2314 0.5393 -3.4060 0.04 -0.05 0.10
H 0.3167 1.2023 -2.6596 0.20 -0.07 0.12
H 1.6924 1.7642 -1.7116 -0.11 -0.22 -0.03
C 1.8250 -0.7364 -4.1447 -0.18 -0.01 0.02
H 2.2487 1.3772 -4.1077 0.06 0.00 0.02
H 3.2557 0.4266 -3.0277 -0.09 -0.02 0.04
C 1.5909 -1.9050 -3.1839 0.15 0.01 -0.07
H 0.9098 -0.5528 -4.7240 0.02 0.03 0.14
H 2.5948 -1.0088 -4.8769 -0.08 0.05 0.09
C 0.6575 -1.5614 -2.0212 -0.34 0.03 -0.10
H 1.1611 -2.7465 -3.7341 0.05 -0.02 0.01
H 2.5592 -2.2540 -2.7993 -0.09 0.10 0.06
H -0.3730 -1.4411 -2.3923 0.32 0.00 0.02
H 0.6318 -2.4108 -1.3310 -0.03 0.23 -0.29
C 0.0174 1.8622 0.6926 2.29 0.45 -0.80
C 4.2073 -0.1387 2.5562 -2.54 1.64 -2.02
H 0.4187 2.6855 -0.0115 -0.90 -1.46 0.92
C 3.8797 1.3842 2.4706 1.12 -0.13 0.42
H 4.6237 -0.6222 1.6600 1.35 0.32 0.90
C 2.7305 2.0379 3.3000 0.04 0.24 0.13
H 4.7797 1.7875 2.9527 0.10 0.26 -0.23
H 3.9565 1.7604 1.4508 -0.25 -0.12 -0.24
C 1.4667 2.7605 2.7477 -0.45 -0.29 -0.03
H 2.4087 1.3593 4.0972 -0.04 0.26 -0.10
H 3.2022 2.9067 3.8051 -0.03 -0.63 -0.01
C 0.2014 2.0149 2.1591 -0.43 -0.78 1.36
H 1.0641 3.2110 3.6851 0.31 -0.12 -0.78
H 1.7697 3.5716 2.0544 -0.17 -0.29 0.22
H 0.0965 0.9587 2.5188 0.47 1.10 0.57
H -0.6630 2.5081 2.6738 0.43 -0.24 -0.75
O -0.5233 0.9988 7.0398 0.47 0.35 -0.98
N -0.0210 1.3804 5.9572 0.05 -0.03 -0.15
O 0.4118 0.5166 5.1153 -0.41 0.91 0.80
O 0.0647 2.6194 5.6873 -0.03 -1.35 0.22
```
Positions in Å, forces in eV/Å.

Charges in e, computed with Mulliken, in the same order as the atoms:
1. Co -1.11
2. P 1.65
3. Cl -0.56
4. C -0.65
5. H 0.29
6. H 0.07
7. C 0.46
8. C -0.08
9. C 0.34
10. H 0.73
11. C -1.09
12. H -0.51
13. H 0.41
14. C -0.63
15. H 0.39
16. H 0.41
17. C -0.90
18. H 0.29
19. H 0.36
20. C -0.98
21. H 0.36
22. H 0.33
23. H 0.06
24. H 0.39
25. C 0.77
26. C -0.21
27. H 0.86
28. C -0.75
29. H 0.26
30. H -0.78
31. C -0.74
32. H 0.43
33. H 0.38
34. C -1.09
35. H 0.31
36. H 0.37
37. C -0.19
38. H 0.43
39. H 0.39
40. H 0.40
41. H -0.13
42. C -0.34
43. H 0.76
44. C -1.07
45. H -0.08
46. H 0.37
47. C -0.61
48. H 0.42
49. H 0.36
50. C -1.24
51. H 0.30
52. H 0.38
53. C -0.14
54. H 0.39
55. H 0.37
56. H -0.32
57. H 0.29
58. C -0.98
59. C -0.19
60. H 0.24
61. C -0.40
62. H 0.30
63. C -0.74
64. H 0.37
65. H 0.39
66. C -0.99
67. H 0.34
68. H 0.28
69. C 0.32
70. H 0.35
71. H 0.37
72. H -0.57
73. H 0.32
74. O -0.68
75. N 0.87
76. O -0.57
77. O -0.62

no.,F_max (eV/A)
1,1.0
2,0.5
3,3.6